Entry 1:
DFT (the ωB97M-V functional and the def2-TZVPD basis) results for a single C13H16N2O2 molecule at a distorted geometry.

Each line ends with the natural charge from an NBO analysis.
Cartesian coordinates (Å):
1 C 2.9483 -1.8622 1.4199  -0.6482
2 C 3.4382 -2.5414 0.0582  -0.0685
3 O 2.3408 -2.8198 -0.8268  -0.5396
4 C 2.1614 -1.7827 -1.8058  -0.1042
5 C 1.1527 -0.7136 -1.2028  0.1717
6 C -0.1421 -1.2461 -0.6760  -0.0007
7 N -1.0767 -0.4436 -0.1076  -0.3897
8 C -0.7046 0.8992 -0.0636  0.1145
9 C -1.6723 1.8628 0.5911  0.2984
10 O -2.8763 1.4884 1.1805  -0.5182
11 C -3.7955 0.8678 0.2472  -0.0736
12 C -4.0435 -0.6310 0.7586  -0.6452
13 C -1.3442 3.2960 0.6502  -0.2557
14 C -0.0521 3.7989 0.0809  -0.2006
15 C 0.8570 2.8482 -0.5298  -0.2230
16 C 0.5732 1.3679 -0.6348  0.1036
17 N 1.5619 0.5840 -1.2323  -0.3742
18 H 2.7641 -0.7726 1.2071  0.2128
19 H 3.7345 -2.0181 2.2096  0.2157
20 H 1.9991 -2.3755 1.7388  0.2190
21 H 4.2480 -1.9058 -0.3988  0.1720
22 H 3.9015 -3.5324 0.3221  0.1844
23 H 3.1270 -1.2896 -2.1179  0.2001
24 H 1.6751 -2.2773 -2.6983  0.2019
25 H -0.3728 -2.3420 -0.7401  0.2234
26 H -4.7915 1.3968 0.3439  0.1852
27 H -3.4719 0.9146 -0.8238  0.1917
28 H -4.0441 -1.3419 -0.1079  0.2135
29 H -3.1309 -0.8835 1.3770  0.2378
30 H -4.9280 -0.7189 1.4398  0.2076
31 H -2.0297 4.0314 1.1307  0.2317
32 H 0.1742 4.8931 0.1659  0.2282
33 H 1.8188 3.2488 -0.9554  0.2284

Output
ΔE to the lowest compared entry with this formula, charge and spin   104.61 kcal per mole
Electronic energy   -764.84994 a.u.
Structure (SMILES)   CCOCc1cnc2c(OCC)cccc2n1
Net charge   0
Maximum force   4.47 eV/Å


Entry 2:
DFT (the ωB97M-V functional and the def2-TZVPD basis) results for a molecular structure, C13H17AsMnNO10S.

Each line ends with the Mulliken spin population.
Cartesian coordinates (Å):
1 Mn -0.1399 0.8239 0.9063  1.0392
2 O -3.5588 -1.3545 -0.0517  -0.0021
3 As -1.9921 -1.0087 0.7092  -0.0124
4 O -0.8257 -0.7029 -0.4397  -0.0004
5 O -2.0640 0.3851 1.6008  0.0009
6 C -1.7740 -2.6524 1.6838  0.0031
7 C -2.5891 -3.7255 1.3331  0.0010
8 C -2.4518 -4.9486 1.9710  0.0000
9 C -1.4931 -5.1016 2.9604  0.0002
10 C -0.6789 -4.0362 3.3106  -0.0006
11 C -0.8110 -2.8047 2.6822  -0.0026
12 S 0.2607 -1.4795 3.2850  0.0004
13 O 0.5756 -0.6852 2.0787  -0.0075
14 O 1.4347 -2.1679 3.7736  -0.0012
15 O -0.5293 -0.7868 4.2688  0.0011
16 H -3.8654 -0.5314 -0.4498  0.0006
17 H -3.3335 -3.5958 0.5600  0.0000
18 H -3.0899 -5.7779 1.6916  0.0000
19 H -1.3747 -6.0551 3.4609  0.0000
20 H 0.0842 -4.1407 4.0696  0.0000
21 C 3.1032 2.7881 1.8667  -0.0006
22 C 1.8299 2.0880 1.4617  -0.0117
23 O 1.8190 1.3441 0.4317  0.0009
24 O 0.7783 2.2472 2.1230  -0.0013
25 H 3.9618 2.1543 1.6532  0.0000
26 H 3.0684 3.0440 2.9227  -0.0002
27 H 3.2026 3.7089 1.2872  -0.0001
28 O -1.0244 3.7674 -2.0259  -0.0012
29 C -0.4000 2.7467 -1.4473  -0.0028
30 O -0.8264 2.2615 -0.4254  -0.0082
31 C 0.8638 2.2923 -2.1650  0.0059
32 N 0.9831 3.0268 -3.4432  -0.0001
33 C 0.6368 2.0556 -4.4962  0.0000
34 C 1.1588 0.7156 -3.9891  0.0001
35 C 0.8694 0.7780 -2.4846  -0.0003
36 H 1.6824 2.5386 -1.4894  -0.0017
37 H 1.9399 3.3300 -3.5666  0.0000
38 H -0.4660 3.9641 -2.8172  0.0000
39 H 1.0464 2.3749 -5.4546  0.0000
40 H -0.4527 2.0229 -4.5908  0.0000
41 H 2.2333 0.6429 -4.1793  0.0000
42 H 0.6754 -0.1349 -4.4700  0.0000
43 H 1.6163 0.2700 -1.8805  0.0007
44 H -0.0833 0.3195 -2.2254  0.0007

Output
ΔE to the lowest compared entry with this formula, charge and spin   2.99 kcal per mole
Electronic energy   -5097.87173 a.u.
Net charge   -1
Maximum force   0.18 eV/Å
Multiplicity   2


Entry 3:
DFT (the ωB97M-V functional and the def2-TZVPD basis) results for a molecular structure, C13H17B2Br3Cl4F2Mg2N2NaO17S3 at a distorted geometry.

Each line ends with the natural charge from an NBO analysis.
Cartesian coordinates (Å):
1 C -0.0055 1.5314 -3.3385  -0.8125
2 C 0.2942 0.0552 -3.9844  -0.0833
3 O -0.0028 -1.0859 -3.1053  -0.5571
4 C 1.1473 -1.4708 -2.2733  -0.0813
5 C 1.1989 -3.0507 -1.8406  -0.4372
6 C 0.2287 -3.4534 -0.5726  -0.3368
7 B 0.8869 -2.7794 0.7956  1.3204
8 O 0.3414 -3.0082 2.1803  -0.9595
9 O 2.1217 -1.9177 0.7626  -0.7823
10 C 3.2069 -2.8370 1.2012  -0.3090
11 C 0.4220 -5.1031 -0.3749  0.6937
12 O 0.3275 -5.7283 0.8096  -0.1236
13 O 0.7729 -5.9871 -1.5357  -0.5097
14 N -1.2093 -3.0617 -0.8286  -0.5371
15 S -2.3139 -3.7735 0.3447  0.2029
16 Cl -1.7614 -3.7376 -2.3588  0.1560
17 H -0.9752 1.9824 -3.8687  0.0975
18 H 0.8621 2.3087 -3.5981  0.1899
19 H -0.2154 1.5417 -2.1876  0.2466
20 H -0.4398 -0.0512 -4.9200  0.2135
21 H 1.3780 0.0622 -4.4367  0.2072
22 H 2.1491 -1.2652 -2.8895  0.1973
23 H 1.1816 -0.7105 -1.3705  0.1900
24 H 2.3139 -3.2782 -1.4797  0.2539
25 H 1.0437 -3.7202 -2.7999  0.2884
26 H -0.1679 -2.1943 2.4861  0.5129
27 H 2.9349 -3.4194 2.1838  0.2146
28 H 3.4625 -3.6606 0.3829  0.1813
29 H 4.1751 -2.1553 1.3456  0.2333
30 H -2.7345 -2.7352 1.1933  0.1314
31 Mg -0.4719 3.8163 -3.7787  0.4715
32 N -1.1303 -9.4894 0.7541  -1.1018
33 S -2.4645 -10.2523 0.4311  2.4417
34 O -2.9323 -10.2340 -0.9508  -0.8760
35 O -3.5012 -10.2696 1.4568  -0.8648
36 F -1.9376 -11.7626 0.5343  -0.4782
37 S -1.3186 -7.9317 0.6559  2.4768
38 O -0.0604 -7.1869 0.6220  -0.5036
39 O -2.3583 -7.3095 1.4668  -0.8408
40 F -1.8520 -7.6998 -0.8295  -0.4536
41 B -1.3244 5.0679 1.7030  1.1304
42 O -0.1728 4.9716 2.6056  -0.6371
43 C -0.3734 5.8616 3.5876  0.6368
44 O 0.3994 6.0424 4.5147  -0.4673
45 C -1.6187 6.5519 3.3757  0.6882
46 O -2.0887 7.4215 4.0912  -0.4232
47 O -2.2065 6.0987 2.2593  -0.6303
48 O -0.8978 5.4196 0.3447  -0.5788
49 C -1.3080 4.4292 -0.4600  0.6962
50 O -1.1154 4.4030 -1.6648  -0.6430
51 C -1.9952 3.4258 0.3102  0.6776
52 O -2.4884 2.3982 -0.1259  -0.5078
53 O -2.0201 3.7810 1.6024  -0.7588
54 Na -3.2046 2.1545 -3.3775  0.7314
55 C 2.6422 5.1189 7.0744  -0.4889
56 Br 3.0882 3.7440 5.7725  0.0699
57 Br 2.2920 4.3644 8.8329  0.0900
58 Br 3.9933 6.5168 7.1424  0.0961
59 H 1.7125 5.5890 6.7372  0.2336
60 Mg -2.9456 3.3958 3.5224  0.7028
61 C 1.6955 7.2075 -5.8690  -0.4024
62 Cl 0.2656 6.1687 -5.9088  -0.0391
63 Cl 3.1744 6.2623 -6.0806  -0.0122
64 H 1.6242 7.9420 -6.6750  0.2351
65 H 1.7359 7.7204 -4.9050  0.2260
66 Cl -1.4601 8.9656 5.3060  0.1023

Output
Electronic energy   -13462.72432 a.u.
Net charge   +1
Maximum force   10.41 eV/Å